The following is a quantum chemistry calculation of 4 unconnected molecules or ions with the total composition C41H85BrN5O2, from the Open Molecules 2025 dataset.

```
134
C41H85BrN5O2 (wB97M-V/def2-TZVPD)
C -7.292 4.746 -1.197
C -5.896 4.238 -1.585
C -5.066 4.055 -0.310
N -3.785 3.297 -0.565
C -3.956 2.013 -1.330
Br -5.013 0.845 -0.204
C -2.561 1.477 -1.681
C -2.029 0.411 -0.760
O -1.943 1.056 0.490
C -1.624 0.236 1.615
C -0.346 0.712 2.269
O -0.576 1.768 3.198
C -0.526 3.024 2.634
C 0.690 3.548 2.217
C 0.749 4.821 1.676
C -0.386 5.618 1.537
C -0.240 7.001 0.906
C -1.402 7.943 1.270
C 1.023 7.684 1.480
C -0.013 6.898 -0.623
C -0.948 6.077 -1.534
C -0.640 6.514 -2.978
C -0.682 4.566 -1.431
C -2.434 6.358 -1.291
C -1.599 5.076 1.978
C -1.678 3.793 2.516
C -4.754 2.352 -2.589
N -6.006 3.020 -2.372
H -7.520 4.550 -0.150
H -8.041 4.242 -1.803
H -7.381 5.817 -1.356
H -5.424 5.012 -2.196
H -5.623 3.502 0.440
H -4.767 5.017 0.096
H -3.144 3.897 -1.093
H -3.322 3.081 0.328
H -1.850 2.304 -1.603
H -2.556 1.143 -2.719
H -2.675 -0.469 -0.733
H -1.032 0.097 -1.088
H -1.547 -0.812 1.324
H -2.439 0.362 2.330
H 0.107 -0.113 2.821
H 0.357 1.043 1.503
H 1.586 2.954 2.330
H 1.718 5.180 1.358
H -2.378 7.474 1.194
H -1.292 8.271 2.303
H -1.403 8.809 0.610
H 1.939 7.275 1.057
H 1.063 7.544 2.561
H 0.986 8.752 1.277
H 0.985 6.472 -0.757
H 0.045 7.915 -1.020
H 0.438 6.582 -3.133
H -1.062 5.822 -3.705
H -1.039 7.514 -3.157
H 0.383 4.346 -1.454
H -1.112 4.126 -0.530
H -1.127 4.069 -2.304
H -2.831 5.801 -0.442
H -2.607 7.418 -1.106
H -3.002 6.121 -2.200
H -2.510 5.656 1.935
H -2.618 3.389 2.874
H -4.113 3.012 -3.189
H -4.895 1.440 -3.165
H -6.695 2.400 -1.966
C 1.468 1.503 -2.385
C 2.031 0.699 -3.546
N 3.382 0.235 -3.301
C 4.022 -0.327 -4.480
C 3.440 -1.614 -5.076
C 3.567 -0.497 -2.059
C 2.702 -1.743 -1.826
H 2.106 2.352 -2.141
H 0.476 1.883 -2.646
H 1.352 0.890 -1.488
H 2.059 1.333 -4.436
H 1.328 -0.120 -3.775
H 5.076 -0.490 -4.239
H 4.011 0.450 -5.250
H 3.684 -2.492 -4.480
H 3.857 -1.774 -6.071
H 2.355 -1.563 -5.183
H 3.391 0.197 -1.234
H 4.623 -0.762 -1.984
H 1.664 -1.582 -2.123
H 2.703 -2.002 -0.765
H 3.075 -2.612 -2.367
C 4.004 -9.187 -0.344
C 3.475 -7.854 0.161
N 3.990 -6.706 -0.563
C 3.702 -5.451 0.104
C 2.234 -5.033 0.266
C 3.799 -6.728 -2.002
C 2.363 -6.829 -2.537
H 5.094 -9.206 -0.326
H 3.634 -9.991 0.293
H 3.671 -9.406 -1.359
H 3.782 -7.731 1.203
H 2.373 -7.890 0.168
H 4.246 -4.657 -0.417
H 4.149 -5.510 1.102
H 1.805 -4.668 -0.668
H 2.165 -4.219 0.993
H 1.612 -5.850 0.633
H 4.374 -7.565 -2.403
H 4.276 -5.832 -2.409
H 1.775 -7.563 -1.985
H 2.381 -7.144 -3.582
H 1.838 -5.875 -2.496
C -1.359 -5.639 6.050
C -0.136 -6.363 5.509
N 0.017 -6.234 4.070
C 1.014 -7.132 3.513
C 2.478 -6.942 3.929
C 0.034 -4.877 3.556
C 1.115 -3.917 4.076
H -2.266 -5.978 5.548
H -1.460 -5.840 7.117
H -1.283 -4.557 5.935
H -0.240 -7.430 5.723
H 0.751 -6.024 6.067
H 0.943 -7.072 2.423
H 0.712 -8.151 3.773
H 2.928 -6.074 3.448
H 3.058 -7.815 3.624
H 2.592 -6.838 5.008
H -0.944 -4.432 3.756
H 0.103 -4.942 2.466
H 1.243 -3.998 5.156
H 0.828 -2.885 3.859
H 2.083 -4.091 3.608
```

The net charge is +1. For the LUMO energy, the calculation gives -2.1 eV. The calculation puts the frontier orbital gap at 7.31 eV.

Here are the Löwdin charges for atoms 1 to 99, given in e: -0.019 -0.370 -0.103 0.069 -0.705 0.951 -0.143 -0.253 -0.200 -0.147 -0.149 -0.043 -0.283 0.017 -0.017 -0.175 -0.468 -0.045 -0.045 -0.106 -0.552 -0.050 -0.053 -0.046 -0.040 -0.005 -0.224 -0.021 0.083 0.089 0.087 0.141 0.103 0.127 0.117 0.144 0.087 0.139 0.102 0.126 0.134 0.134 0.129 0.126 0.129 0.118 0.052 0.096 0.093 0.078 0.099 0.092 0.121 0.132 0.093 0.083 0.092 0.093 0.062 0.076 0.043 0.093 0.089 0.097 0.122 0.143 0.137 0.102 -0.093 -0.270 -0.198 -0.243 -0.081 -0.240 -0.080 0.083 0.056 0.054 0.121 0.101 0.114 0.111 0.056 0.073 0.065 0.098 0.119 0.062 0.066 0.054 -0.083 -0.274 -0.195 -0.240 -0.086 -0.243 -0.080 0.082 0.075